The following is a quantum chemistry calculation of a single C4H5NO molecule at a distorted geometry, from the Open Molecules 2025 dataset.

XYZ file:
```
11
Properties=species:S:1:pos:R:3:forces:R:3:nbo_charge:R:1
C 0.619498 -0.160261 -0.210232 0.9 4.5 1.6 0.44
C -0.179751 0.986230 -0.090334 0.7 -0.5 -1.1 -0.39
C -1.523936 0.437594 -0.101640 0.1 3.0 1.1 -0.30
C -1.393986 -0.874518 -0.075628 -3.0 0.6 0.1 0.06
H 2.400988 0.655052 0.115935 0.1 0.2 0.0 0.38
H 2.459339 -0.990627 0.484195 -1.1 1.2 -1.0 0.39
H 0.182178 2.039776 -0.111370 -0.6 -1.1 0.1 0.22
H -2.391620 1.002331 0.174488 -0.4 0.1 -0.5 0.22
H -2.041104 -1.675646 0.079525 -1.1 -0.9 0.0 0.20
N 2.030499 -0.244344 -0.126696 -0.1 -1.8 0.2 -0.83
O -0.162105 -1.175588 -0.138241 4.5 -5.1 -0.6 -0.39
```
Positions in Å, forces in eV/Å.

## Properties
E_HOMO: -7.77 eV
Strongest force on any atom: 6.82 eV/A
SMILES string: Nc1ccco1
E: -7765.0968 eV
Kohn-Sham gap: 8.8 eV
ΔE to the lowest compared entry with this formula, charge and spin: 137.9 kJ/mol
Total charge: 0